No. 1
85
Properties=species:S:1:pos:R:3:forces:R:3 method="wB97M-V/def2-TZVPD" gap_ev=8.60 spin_multiplicity=1 smiles="C#CCc1cccc2c1C(=O)C(CCF)=CC2=O.O=[N+]([O-])c1ccccc1.O=[N+]([O-])c1ccccc1.O=[N+]([O-])c1ccccc1.O=[N+]([O-])c1ccccc1" lumo_ha=-0.02517 homo_ev=-9.288 total_charge=0
C 3.47026 1.78418 1.97292 -0.1 -0.3 -0.3
C 3.36014 2.07988 0.81571 0.1 0.2 -0.3
C 3.18558 2.39692 -0.62223 -0.2 -0.5 0.8
C 2.56211 1.18931 -1.29844 -0.2 0.0 -0.2
C 1.17084 1.02973 -1.28283 -0.2 0.1 0.0
C 0.54165 -0.04527 -1.88438 0.8 -0.7 -0.3
C 1.31992 -0.99965 -2.55569 -0.1 0.0 0.2
C 2.69122 -0.85512 -2.60736 0.5 0.3 0.2
C 3.31773 0.23387 -1.96687 0.1 -0.1 -0.2
C 4.81714 0.32789 -2.05989 -0.6 -0.5 -0.6
O 5.51401 0.72047 -1.16268 0.4 0.3 0.4
C 5.39280 -0.14783 -3.36987 0.2 0.2 0.0
C 6.60186 0.54597 -3.96494 -0.8 0.1 0.0
C 6.76745 1.98936 -3.50766 1.4 -0.4 -0.5
F 5.55702 2.63782 -3.43274 -0.5 0.1 0.2
C 4.79934 -1.18242 -3.95981 -0.5 -0.2 0.2
C 3.58226 -1.81898 -3.34529 0.2 1.0 0.0
O 3.34273 -2.99056 -3.45874 -0.3 -0.5 -0.2
H 3.52398 1.36766 2.94762 0.1 0.2 0.1
H 4.14656 2.64645 -1.06092 0.0 0.1 0.0
H 2.51056 3.24808 -0.69881 0.0 0.1 -0.1
H 0.55071 1.76986 -0.79255 0.1 0.1 0.1
H -0.52745 -0.18486 -1.85895 0.1 0.3 0.1
H 0.87329 -1.85733 -3.04083 -0.1 0.0 0.0
H 6.43582 0.55354 -5.04459 0.1 -0.1 0.0
H 7.51392 -0.01831 -3.79009 0.0 0.1 0.1
H 7.31783 2.04972 -2.56947 -0.5 0.1 0.3
H 7.37378 2.51016 -4.25206 -0.1 0.1 0.0
H 5.14268 -1.60380 -4.89702 0.1 -0.1 0.1
O -4.19776 1.90434 -2.53069 0.0 0.1 0.0
N -3.48993 0.91761 -2.52592 0.0 0.1 0.1
O -2.29103 0.94038 -2.31342 -0.2 0.0 0.0
C -4.12068 -0.37719 -2.78823 -0.1 -0.3 -0.3
C -5.47529 -0.42095 -3.06647 -0.1 0.1 -0.2
C -6.06830 -1.64259 -3.33006 0.1 -0.1 0.0
C -5.30958 -2.80491 -3.30404 0.0 0.0 0.0
C -3.95355 -2.74691 -3.01459 -0.1 0.0 0.0
C -3.35121 -1.52601 -2.75837 0.2 -0.1 0.0
H -6.06750 0.48134 -3.08265 0.1 0.1 0.1
H -7.12482 -1.68930 -3.55466 0.0 0.0 0.0
H -5.77629 -3.75892 -3.51160 0.0 0.0 0.0
H -3.36333 -3.65258 -2.99351 0.0 0.0 0.0
H -2.29503 -1.48172 -2.53940 0.0 0.1 0.0
O -6.41137 -1.40595 1.34851 0.0 0.0 0.0
N -5.86453 -0.45702 0.82765 0.0 0.0 0.0
O -5.46991 -0.43741 -0.32427 0.0 0.0 0.3
C -5.66098 0.75024 1.63687 0.1 0.3 0.2
C -6.06250 0.74767 2.96146 -0.1 -0.1 0.2
C -5.85117 1.88224 3.72748 0.0 0.1 -0.1
C -5.24856 2.99999 3.16493 0.0 0.0 0.0
C -4.85964 2.98839 1.83162 -0.1 0.0 0.1
C -5.06462 1.85744 1.05768 0.1 0.1 -0.2
H -6.53067 -0.12288 3.39678 0.0 -0.1 -0.1
H -6.15328 1.89650 4.76602 0.0 0.0 0.0
H -5.08095 3.88215 3.76874 0.0 0.0 0.0
H -4.39349 3.86026 1.39416 0.0 0.0 0.0
H -4.76184 1.84890 0.02035 0.0 -0.1 0.0
O -6.12637 0.87369 8.02050 0.0 0.0 0.0
N -7.13501 1.40388 7.60457 0.1 0.1 0.0
O -7.22856 2.58239 7.32147 0.0 0.0 -0.1
C -8.32584 0.56291 7.42635 -0.3 -0.2 0.0
C -8.26113 -0.77633 7.76855 0.1 -0.2 0.1
C -9.39166 -1.56239 7.61452 -0.1 0.1 -0.1
C -10.56453 -1.00596 7.12090 0.0 0.0 0.0
C -10.60938 0.33838 6.77513 0.1 -0.1 0.0
C -9.48429 1.13255 6.92807 -0.1 0.1 -0.1
H -7.34753 -1.20634 8.15141 0.1 0.1 0.0
H -9.35832 -2.60945 7.88166 0.0 0.0 0.0
H -11.44676 -1.62189 7.00603 0.0 0.0 0.0
H -11.52257 0.76898 6.38849 0.0 0.0 0.0
H -9.51677 2.17870 6.66217 0.1 0.0 0.0
O 11.60698 -0.38302 -4.76143 0.0 0.0 0.0
N 10.67765 -0.44704 -3.98831 0.0 0.0 0.0
O 9.59267 0.07726 -4.16893 0.2 0.0 0.0
C 10.86718 -1.20453 -2.74464 0.0 -0.1 0.3
C 12.09728 -1.78660 -2.49416 0.2 0.0 0.0
C 12.27924 -2.48439 -1.31132 -0.1 0.0 0.1
C 11.23678 -2.59437 -0.39999 0.0 0.0 0.0
C 10.00623 -2.01036 -0.67044 0.1 0.0 0.0
C 9.81589 -1.30900 -1.84957 -0.2 0.0 0.0
H 12.90601 -1.69983 -3.20445 -0.1 0.1 -0.1
H 13.23597 -2.94089 -1.09896 0.0 0.0 0.0
H 11.38428 -3.13612 0.52497 0.0 0.0 0.0
H 9.19509 -2.09826 0.03882 0.0 0.0 0.0
H 8.85953 -0.85186 -2.05729 0.0 0.0 -0.1

---

No. 2
9
Properties=species:S:1:pos:R:3:forces:R:3 method="wB97M-V/def2-TZVPD" e_above_lowest_kj_mol=83.5 gap_ev=10.38 spin_multiplicity=1 lumo_ha=-0.00490 homo_ev=-10.517 total_charge=0
C -0.20463 0.66134 1.16635 1.4 0.4 -2.1
N 0.60173 -0.50191 1.16112 0.8 -1.3 -0.8
P 0.64945 -1.79377 0.38162 -1.2 -0.1 -1.0
F -0.66778 -1.86910 -0.82916 1.5 0.1 1.5
H -0.49469 0.72504 2.16012 -1.4 1.1 1.5
H -0.86162 0.62996 0.33409 -2.0 -0.5 0.0
H 0.32715 1.51393 0.74291 0.9 0.3 1.1
N 0.68009 0.82506 -2.17424 0.6 0.8 0.6
P -0.02970 -0.19055 -2.94281 -0.6 -0.8 -0.7

---

No. 3
14
Properties=species:S:1:pos:R:3:forces:R:3 method="wB97M-V/def2-TZVPD" e_above_lowest_kj_mol=649.3 gap_ev=8.78 spin_multiplicity=1 lumo_ha=0.02731 homo_ev=-8.040 total_charge=0
C -1.34752 -0.75637 -0.77955 0.0 -0.7 1.1
C -0.36117 -0.08501 0.03347 0.5 1.3 0.0
N -0.62027 0.77226 0.99638 0.5 0.3 -0.5
O -2.00297 1.01864 0.96007 -0.3 0.0 0.3
C 1.06676 -0.39042 -0.27559 0.0 0.0 0.0
C 2.01187 0.71600 -0.16763 0.3 0.3 -0.1
O 1.97522 -0.32480 0.79778 0.2 0.0 0.2
H -2.37631 -0.41055 -0.81368 0.3 -0.1 0.3
H -1.03092 -1.41986 -1.59016 0.1 0.1 0.7
H -0.90798 -1.09990 0.58666 -1.6 -1.3 -2.2
H -2.16605 1.45888 1.80158 0.0 0.0 -0.1
H 1.24676 -1.19622 -0.99255 -0.1 0.2 0.2
H 2.89055 0.73448 -0.80557 0.0 0.0 0.1
H 1.62194 1.67067 0.17935 0.1 -0.1 -0.1